# 1
Molecular formula: C3H8N2O
Method: DFT, ωB97M-V/def2-TZVPD

Values from the calculation:
- Highest occupied orbital energy (spin up / spin down): -8.54 / -9.14 eV
- LUMO (spin up / spin down): -0.678 / 0.057 eV
- Max |F|: 4.80 eV/Å
- Gap between HOMO and LUMO (spin up / spin down): 7.858 / 9.193 eV
- Relative energy (zero: lowest compared OMol25 entry of this formula, charge and spin): 706.8 kJ/mol

ORCA input file:
```
! wB97M-V def2-TZVPD RIJCOSX def2/J DEFGRID3
* xyz 0 1
C 0.46 0.03 -1.12
C 1.31 0.44 0.12
C -0.85 -0.50 -0.77
N -1.83 0.61 0.50
N 1.11 -0.52 1.21
O -2.70 0.07 1.21
H 0.36 0.64 -2.05
H 0.91 -0.94 -1.54
H 2.42 0.58 -0.13
H 0.87 1.44 0.49
H -1.02 -1.47 -0.36
H -2.19 1.45 0.11
H 0.16 -0.35 1.56
H 0.98 -1.49 0.76
*
```

***

# 2
Molecular formula: C5H6N
Method: DFT, ωB97M-V/def2-TZVPD

Values from the calculation:
- Highest occupied orbital energy: -15.60 eV
- LUMO: -7.506 eV
- Max |F|: 3.98 eV/Å
- Gap between HOMO and LUMO: 8.095 eV
- Relative energy (zero: lowest compared OMol25 entry of this formula, charge and spin): 359.1 kJ/mol

ORCA input file:
```
! wB97M-V def2-TZVPD RIJCOSX def2/J DEFGRID3
* xyz 1 1
C 0.47 -0.42 0.53
C 1.29 -0.74 1.59
C -1.06 0.58 -0.85
C -0.76 0.38 0.58
C 0.05 -0.19 -1.59
N 0.95 -0.79 -0.84
H 2.27 -1.02 1.36
H 0.96 -0.52 2.63
H -2.11 0.34 -1.03
H -0.78 1.57 -1.17
H -1.12 0.88 1.53
H -0.17 -0.04 -2.75
*
```

***

# 3
Molecular formula: C12H16FeN4O4
Method: DFT, ωB97M-V/def2-TZVPD

Values from the calculation:
- ⟨S²⟩: 8.83
- Highest occupied orbital energy (spin up / spin down): -17.82 / -20.49 eV
- LUMO (spin up / spin down): -9.659 / -16.190 eV
- Max |F|: 8.93 eV/Å
- Gap between HOMO and LUMO (spin up / spin down): 8.156 / 4.304 eV

ORCA input file:
```
! wB97M-V def2-TZVPD RIJCOSX def2/J DEFGRID3
* xyz 3 6
Fe 0.41 1.84 -1.38
C 0.56 2.61 0.19
O 0.79 3.31 1.09
C 0.44 3.38 -2.20
O 0.53 4.39 -2.76
C -1.42 1.66 -1.50
O -2.56 1.65 -1.69
C 2.23 1.60 -1.32
O 3.38 1.50 -1.23
C 0.47 0.02 -2.84
H 1.38 -0.55 -2.62
H -0.46 -0.55 -2.82
C 0.54 1.24 -3.51
H -0.35 1.64 -4.02
H 1.49 1.62 -3.91
C -1.17 0.34 1.32
N -0.13 -0.09 0.34
C -0.58 -1.36 -0.28
N -0.80 -2.42 0.74
C -1.80 -1.94 1.71
N -1.38 -0.68 2.38
C -0.08 -0.93 3.05
N 0.97 -1.39 2.11
C 1.14 -0.36 1.06
C 0.48 -2.63 1.45
H -2.12 0.49 0.80
H -0.86 1.27 1.80
H 0.18 -1.72 -0.98
H -1.53 -1.19 -0.81
H -1.94 -2.72 2.49
H -2.76 -1.77 1.19
H 0.25 0.00 3.53
H -0.23 -1.72 3.81
H 1.89 -0.72 0.34
H 1.50 0.56 1.53
H 0.33 -3.40 2.23
H 1.23 -2.97 0.73
*
```

***

# 4
Molecular formula: C31H23F4N5PtSb
Method: DFT, ωB97M-V/def2-TZVPD

Values from the calculation:
- Highest occupied orbital energy: -11.21 eV
- LUMO: -3.773 eV
- Max |F|: 0.86 eV/Å
- Gap between HOMO and LUMO: 7.435 eV
- Relative energy (zero: lowest compared OMol25 entry of this formula, charge and spin): 41.3 kJ/mol

ORCA input file:
```
! wB97M-V def2-TZVPD RIJCOSX def2/J DEFGRID3
* xyz 1 1
Pt 0.26 1.03 -0.20
N 1.08 4.75 2.68
C 0.75 3.45 2.69
N 0.69 3.00 1.46
C 0.99 4.09 0.72
N 1.23 5.18 1.41
C 1.04 4.08 -0.76
C 1.46 5.20 -1.46
N 1.53 5.21 -2.79
C 1.16 4.09 -3.41
C 0.74 2.97 -2.72
N 0.67 2.96 -1.39
H 1.19 5.39 3.45
H 0.58 2.89 3.60
H 1.75 6.09 -0.93
H 1.21 4.08 -4.49
H 0.43 2.07 -3.23
F -7.16 -1.34 1.74
C -5.86 -1.24 1.47
C -5.45 -0.36 0.49
C -4.10 -0.26 0.21
C -3.18 -1.04 0.90
C -3.61 -1.92 1.89
C -4.97 -2.02 2.18
Sb -1.15 -0.99 0.36
C -0.27 -2.17 1.87
C -0.14 -1.61 3.15
C 0.44 -2.33 4.18
C 0.89 -3.61 3.91
F 1.45 -4.31 4.90
C 0.78 -4.19 2.67
C 0.19 -3.46 1.64
C -1.17 -2.31 -1.29
C -0.62 -1.91 -2.50
C -0.68 -2.74 -3.62
C -1.31 -3.96 -3.50
F -1.38 -4.76 -4.57
C -1.88 -4.38 -2.31
C -1.81 -3.55 -1.21
H -6.19 0.23 -0.04
H -3.78 0.43 -0.56
H -2.91 -2.52 2.45
H -5.34 -2.70 2.94
H -0.49 -0.60 3.35
H 0.54 -1.92 5.18
H 1.15 -5.20 2.51
H 0.12 -3.91 0.66
H -0.13 -0.95 -2.57
H -0.27 -2.45 -4.58
H -2.38 -5.35 -2.27
H -2.28 -3.86 -0.29
F 5.12 3.35 -2.47
C 4.35 2.45 -1.85
C 3.79 1.43 -2.60
C 2.99 0.51 -1.96
C 2.75 0.60 -0.58
C 1.77 -0.28 0.07
C 3.38 1.62 0.15
C 4.18 2.55 -0.48
H 3.98 1.38 -3.67
H 2.52 -0.29 -2.52
H 1.89 -0.43 1.14
H 1.60 -1.22 -0.46
H 3.22 1.68 1.22
H 4.67 3.35 0.06
*
```

***

# 5
Molecular formula: C15H16ClF3N3O6OsS2
Method: DFT, ωB97M-V/def2-TZVPD

Values from the calculation:
- ⟨S²⟩: 0.75
- Highest occupied orbital energy (spin up / spin down): -7.65 / -7.57 eV
- LUMO (spin up / spin down): -0.338 / -0.388 eV
- Max |F|: 1.59 eV/Å
- Gap between HOMO and LUMO (spin up / spin down): 7.314 / 7.187 eV
- Relative energy (zero: lowest compared OMol25 entry of this formula, charge and spin): 44.3 kJ/mol

ORCA input file:
```
! wB97M-V def2-TZVPD RIJCOSX def2/J DEFGRID3
* xyz 0 2
Os 0.79 0.36 -0.42
O 0.73 1.27 1.34
N 1.77 0.97 2.17
C 1.51 1.14 3.48
C 2.48 0.95 4.42
C 3.76 0.57 3.99
C 3.99 0.39 2.65
C 2.98 0.58 1.69
S 3.21 0.32 0.02
H 0.49 1.42 3.70
H 2.25 1.08 5.47
H 4.56 0.41 4.70
H 4.96 0.08 2.28
C 1.39 -0.39 -5.18
O 1.43 0.91 -4.54
C 1.24 0.88 -3.24
O 1.06 -0.14 -2.59
N 1.22 2.13 -2.71
N 1.08 2.24 -1.32
H 1.60 -0.20 -6.23
H 0.40 -0.83 -5.06
H 2.14 -1.04 -4.75
H 1.45 2.94 -3.26
H 0.27 2.84 -1.11
H 1.92 2.64 -0.91
F -2.13 -3.47 0.24
C -1.16 -2.94 1.00
F -1.63 -1.85 1.59
F -0.85 -3.82 1.95
S 0.34 -2.59 -0.02
O 1.04 -1.54 0.78
O 0.97 -3.87 -0.07
O -0.07 -1.98 -1.27
Cl -2.83 -1.09 -2.52
C -3.21 -0.60 -0.89
C -4.35 -1.13 -0.31
C -4.73 -0.74 0.96
C -3.96 0.20 1.64
C -2.83 0.72 1.04
C -2.41 0.32 -0.23
C -1.18 0.96 -0.82
H -4.94 -1.85 -0.87
H -5.62 -1.16 1.41
H -4.25 0.52 2.63
H -2.22 1.44 1.57
H -1.33 0.98 -1.91
H -1.32 2.00 -0.48
*
```

***

# 6
Molecular formula: C8H40B2NO6
Method: DFT, ωB97M-V/def2-TZVPD

Values from the calculation:
- ⟨S²⟩: 0.75
- Highest occupied orbital energy (spin up / spin down): -7.35 / -7.33 eV
- LUMO (spin up / spin down): -0.401 / -3.711 eV
- Max |F|: 5.42 eV/Å
- Gap between HOMO and LUMO (spin up / spin down): 6.949 / 3.617 eV

ORCA input file:
```
! wB97M-V def2-TZVPD RIJCOSX def2/J DEFGRID3
* xyz 0 2
O -0.88 -0.83 0.43
H -1.35 0.00 0.57
H -1.42 -1.59 0.19
H -0.30 -1.16 1.12
O -0.23 -5.11 0.69
H -0.83 -5.84 0.51
H -0.23 -4.92 1.63
H -0.47 -4.36 0.13
N -0.06 1.33 3.27
H 0.82 1.39 2.77
H -0.01 0.65 4.02
H -0.81 1.34 2.59
H -0.18 2.16 3.85
B -1.63 -3.32 -0.80
H -1.98 -2.65 -1.58
H -0.56 -3.40 -0.95
H -1.87 -2.91 0.17
H -2.11 -4.28 -0.87
B -4.30 -1.10 -0.62
H -4.93 -1.26 0.24
H -4.27 -0.07 -0.94
H -3.35 -1.57 -0.42
H -4.79 -1.68 -1.39
C 1.58 -1.81 2.56
O 0.23 -1.83 2.69
H 2.01 -0.85 2.85
H 2.09 -2.45 3.28
H 1.87 -2.15 1.57
C -2.29 2.89 0.82
O -1.90 1.57 1.15
H -3.29 3.03 0.40
H -2.20 3.63 1.62
H -1.64 3.30 0.05
C 3.72 0.63 0.79
C 3.06 1.92 1.22
C 1.93 2.17 0.26
O 2.42 1.73 2.44
H 4.42 0.76 -0.03
H 3.01 -0.09 0.39
H 4.19 0.22 1.68
H 3.73 2.78 1.28
H 2.30 2.25 -0.76
H 1.53 3.18 0.34
H 1.12 1.44 0.30
H 3.09 1.31 2.98
C 0.15 0.15 -2.61
C 0.46 1.03 -3.87
C 0.24 2.57 -3.74
O 1.76 0.85 -4.33
H -0.10 -0.88 -2.87
H -0.79 0.54 -2.23
H 1.02 0.08 -1.95
H -0.25 0.70 -4.62
H -0.75 2.93 -3.47
H 0.39 3.19 -4.62
H 0.89 3.08 -3.02
H 1.77 1.28 -5.19
*
```

***

# 7
Molecular formula: C5H12NO2PS
Method: DFT, ωB97M-V/def2-TZVPD

Values from the calculation:
- ⟨S²⟩: 2.01
- Highest occupied orbital energy (spin up / spin down): -4.32 / -8.82 eV
- LUMO (spin up / spin down): 0.823 / -1.736 eV
- Max |F|: 10.55 eV/Å
- Gap between HOMO and LUMO (spin up / spin down): 5.139 / 7.084 eV
- Relative energy (zero: lowest compared OMol25 entry of this formula, charge and spin): 0.0 kJ/mol

ORCA input file:
```
! wB97M-V def2-TZVPD RIJCOSX def2/J DEFGRID3
* xyz 0 3
C 1.92 0.99 0.82
C 2.85 1.16 -0.37
C 1.65 -1.09 -0.22
C 1.30 -2.34 -0.43
C -3.74 0.74 -0.61
N 1.82 -0.42 1.01
O -2.25 0.46 1.44
O -1.70 -0.69 -0.83
P -2.00 0.75 -0.14
S 2.30 -0.13 -1.53
H 2.54 1.49 1.77
H 0.95 1.37 0.60
H 2.71 2.04 -0.85
H 3.85 1.01 -0.16
H 1.24 -2.96 0.41
H 1.56 -2.64 -1.38
H -2.89 -0.27 1.50
H -4.34 -0.11 -0.13
H -4.26 1.52 -0.04
H -3.87 0.92 -1.65
H 1.19 -0.74 1.76
H -0.83 -1.06 -0.96
*
```

***

# 8
Molecular formula: C20H24N2O5S
Method: DFT, ωB97M-V/def2-TZVPD

Values from the calculation:
- Highest occupied orbital energy: -8.85 eV
- LUMO: 0.629 eV
- Max |F|: 1.09 eV/Å
- Gap between HOMO and LUMO: 9.475 eV
- Relative energy (zero: lowest compared OMol25 entry of this formula, charge and spin): 135.5 kJ/mol

ORCA input file:
```
! wB97M-V def2-TZVPD RIJCOSX def2/J DEFGRID3
* xyz 0 1
C -0.09 8.20 0.45
C -0.68 6.80 0.40
O 0.37 5.88 0.63
C 0.11 4.56 0.66
C -1.15 3.99 0.46
C -1.30 2.61 0.50
C -0.20 1.81 0.75
S -0.43 0.05 0.78
O -1.58 -0.28 1.56
O 0.82 -0.59 1.11
N -0.82 -0.29 -0.82
C 0.25 -0.70 -1.62
C 1.26 0.20 -1.92
C 2.33 -0.18 -2.70
C 2.41 -1.47 -3.20
C 1.42 -2.39 -2.89
C 0.34 -2.02 -2.09
C -0.70 -3.00 -1.67
O -1.89 -2.72 -1.62
N -0.21 -4.21 -1.33
C -1.01 -5.21 -0.66
C -0.76 -5.17 0.86
C -1.44 -3.98 1.56
C -0.40 -3.52 2.58
C 0.90 -3.86 1.85
O 0.64 -5.05 1.12
C 1.05 2.36 0.96
C 1.21 3.73 0.91
H -0.87 8.94 0.28
H 0.68 8.30 -0.32
H 0.37 8.38 1.42
H -1.14 6.61 -0.58
H -1.45 6.69 1.18
H -2.01 4.60 0.26
H -2.26 2.15 0.36
H -1.61 -0.93 -0.89
H 1.19 1.21 -1.53
H 3.11 0.54 -2.93
H 3.24 -1.76 -3.83
H 1.48 -3.39 -3.28
H 0.78 -4.31 -1.21
H -2.06 -5.00 -0.87
H -0.74 -6.19 -1.05
H -1.09 -6.13 1.29
H -2.38 -4.28 2.02
H -1.64 -3.18 0.85
H -0.48 -2.46 2.79
H -0.48 -4.10 3.50
H 1.73 -4.06 2.52
H 1.17 -3.04 1.17
H 1.88 1.70 1.15
H 2.17 4.19 1.07
*
```

***

# 9
Molecular formula: C4H12
Method: DFT, ωB97M-V/def2-TZVPD

Values from the calculation:
- Highest occupied orbital energy: -11.34 eV
- LUMO: 1.127 eV
- Max |F|: 1.33 eV/Å
- Gap between HOMO and LUMO: 12.470 eV
- Relative energy (zero: lowest compared OMol25 entry of this formula, charge and spin): 28.3 kJ/mol

ORCA input file:
```
! wB97M-V def2-TZVPD RIJCOSX def2/J DEFGRID3
* xyz 0 1
C 0.93 1.68 -0.35
C -0.01 2.79 -0.84
H 1.11 1.79 0.72
H 0.49 0.73 -0.64
H 1.85 1.61 -0.91
H -0.53 2.48 -1.74
H 0.52 3.73 -1.04
H -0.70 3.11 -0.06
C 0.13 -1.85 0.38
C -1.05 -2.67 0.87
H 0.50 -1.07 1.04
H 1.01 -2.47 0.16
H -0.10 -1.38 -0.57
H -1.38 -3.41 0.15
H -1.90 -1.99 0.96
H -0.86 -3.06 1.87
*
```

***

# 10
Molecular formula: C7H13N
Method: DFT, ωB97M-V/def2-TZVPD

Values from the calculation:
- Highest occupied orbital energy: -8.11 eV
- LUMO: 0.912 eV
- Max |F|: 5.94 eV/Å
- Gap between HOMO and LUMO: 9.017 eV
- Relative energy (zero: lowest compared OMol25 entry of this formula, charge and spin): 660.0 kJ/mol

ORCA input file:
```
! wB97M-V def2-TZVPD RIJCOSX def2/J DEFGRID3
* xyz 0 1
C -2.29 -0.59 0.45
C -1.20 -0.79 -0.66
C -0.12 0.37 -0.76
C 1.22 -0.21 -1.11
C 1.71 -0.90 0.22
C 0.54 0.80 0.51
C -0.47 1.83 -0.11
H -2.76 -1.57 1.00
H -3.22 0.00 -0.13
H -1.91 0.09 1.41
H -0.79 -1.77 -0.54
H -1.88 -0.89 -1.52
H 0.97 -1.08 -1.83
H 1.83 0.57 -1.47
H 1.97 -1.99 0.24
H 2.74 -0.40 0.11
H 1.27 0.03 2.19
H 1.42 1.58 0.51
H -1.47 2.07 0.13
H 0.08 2.74 -0.30
N 0.77 -0.35 1.28
*
```

***

# 11
Molecular formula: C5H19Cd2O10
Method: DFT, ωB97M-V/def2-TZVPD

Values from the calculation:
- Highest occupied orbital energy: -10.16 eV
- LUMO: -6.898 eV
- Max |F|: 5.76 eV/Å
- Gap between HOMO and LUMO: 3.262 eV

ORCA input file:
```
! wB97M-V def2-TZVPD RIJCOSX def2/J DEFGRID3
* xyz 1 1
Cd 0.01 -1.53 3.82
Cd -2.17 -1.93 0.44
C -2.95 3.14 -1.89
C -3.59 1.76 -2.00
O -2.81 0.63 -1.58
H -2.40 3.28 -0.96
H -3.57 4.01 -2.09
H -2.14 3.19 -2.63
H -3.93 1.66 -3.03
H -4.54 1.81 -1.47
O -1.53 -3.56 2.74
H -1.92 -4.36 3.15
O -0.24 -0.25 1.41
H -0.12 0.70 1.26
C 2.12 0.95 -2.04
C 2.81 2.23 -1.85
O 4.06 1.98 -2.47
C 4.01 0.80 -3.12
O 4.98 0.20 -3.61
O 2.87 0.24 -3.00
H 1.05 1.01 -2.23
H 2.16 0.40 -1.10
H 3.00 2.45 -0.80
H 2.28 3.08 -2.27
O 2.35 -3.23 2.33
H 2.31 -4.10 1.92
H 3.06 -2.79 1.86
O 2.18 -0.02 4.75
H 2.55 0.13 5.62
H 2.46 0.73 4.24
O -4.14 -0.84 2.16
H -5.07 -0.82 2.39
H -3.68 -0.66 2.98
O -0.18 -3.32 -0.86
H 0.02 -3.94 -1.57
H 0.68 -3.05 -0.54
*
```

***

# 12
Molecular formula: C4H6NO2
Method: DFT, ωB97M-V/def2-TZVPD

Values from the calculation:
- Highest occupied orbital energy: -15.62 eV
- LUMO: -5.612 eV
- Max |F|: 4.14 eV/Å
- Gap between HOMO and LUMO: 10.008 eV
- Relative energy (zero: lowest compared OMol25 entry of this formula, charge and spin): 283.2 kJ/mol

ORCA input file:
```
! wB97M-V def2-TZVPD RIJCOSX def2/J DEFGRID3
* xyz 1 1
C 2.40 -2.21 -0.05
C 0.92 1.07 -0.04
C -1.97 0.28 -0.52
C -0.05 0.68 0.84
N 2.12 -1.16 0.32
O 1.66 1.50 -0.75
O -1.04 -0.22 0.42
H 2.75 -3.15 -0.37
H -2.80 -0.47 -0.84
H -1.59 0.43 -1.64
H -2.37 1.24 -0.14
H 0.33 0.26 1.73
H -0.36 1.76 1.05
*
```